No. 1
H18NO7 | ωB97M-V/def2-TZVPD

Last column: Löwdin charge in e.
CARTESIAN COORDINATES (ANGSTROEM)
N (0.748, 23.348, -27.236)  0.346
H (1.519, 23.923, -27.533)  0.141
H (0.340, 23.739, -26.422)  0.070
H (0.989, 22.406, -27.103)  0.057
H (0.011, 23.437, -27.965)  0.152
O (-2.124, 24.143, -26.473)  -0.046
H (-3.031, 24.449, -26.281)  0.097
H (-1.753, 24.410, -25.640)  0.003
O (-0.164, 24.852, -24.406)  -0.055
H (-0.321, 25.637, -23.856)  0.080
H (0.079, 24.039, -23.919)  0.057
O (3.258, 24.550, -25.589)  -0.024
H (4.091, 24.164, -25.785)  0.052
H (3.383, 24.800, -24.655)  0.083
O (-0.359, 20.826, -25.910)  -0.057
H (-1.218, 20.699, -25.480)  0.066
H (0.226, 20.930, -25.149)  0.017
O (1.753, 22.320, -24.716)  -0.042
H (2.046, 22.125, -23.848)  0.055
H (2.194, 23.135, -24.997)  -0.003
O (-2.024, 22.019, -28.173)  -0.061
H (-2.066, 22.726, -27.515)  -0.035
H (-1.844, 21.186, -27.732)  0.018
O (2.957, 21.064, -27.257)  -0.027
H (2.431, 20.649, -27.934)  0.047
H (2.680, 20.783, -26.401)  0.007

Output
* orbital gap: 10.835 eV
* charge: +1



No. 2
C2H5N3O2 | ωB97M-V/def2-TZVPD

Last column: Löwdin charge in e.
CARTESIAN COORDINATES (ANGSTROEM)
C (-1.277, -1.078, 0.266)  -0.157
C (-0.107, -1.622, 0.105)  -0.330
N (0.855, 1.889, -0.072)  0.012
N (1.304, -0.245, -0.461)  0.073
N (1.740, 0.949, -0.417)  -0.067
O (-1.562, 0.350, 0.207)  -0.112
O (0.603, -2.566, 0.056)  0.071
H (-2.018, -1.827, 0.437)  0.108
H (1.247, 2.824, 0.232)  0.122
H (-0.230, 1.811, -0.049)  0.127
H (-2.552, 0.376, 0.356)  0.116
H (1.998, -0.861, -0.659)  0.036

Output
* structure (SMILES): [H]/N=N/N.O=C=CO
* orbital gap: 8.431 eV
* charge: 0



No. 3
C27H32F5N2OPdSe2Te2 | ωB97M-V/def2-TZVPD

Last column: Mulliken spin population.
CARTESIAN COORDINATES (ANGSTROEM)
Pd (-0.401, 3.014, 0.000)  1.078
Te (1.199, 3.372, -2.012)  0.387
C (2.762, 3.596, -0.616)  0.019
C (3.369, 4.838, -0.452)  0.006
C (4.449, 4.953, 0.407)  0.001
C (4.914, 3.835, 1.089)  0.007
C (4.298, 2.602, 0.923)  -0.004
C (3.207, 2.474, 0.076)  0.031
H (3.007, 5.706, -0.990)  -0.014
H (4.929, 5.913, 0.541)  -0.001
H (5.760, 3.927, 1.758)  0.000
H (4.657, 1.738, 1.465)  -0.001
H (2.696, 1.526, -0.022)  -0.027
F (-3.790, -0.038, 0.487)  0.057
Te (-2.721, 1.381, 1.214)  0.422
F (-4.291, 2.321, 1.440)  -0.005
F (0.474, 1.446, 0.984)  0.125
F (-1.802, 2.970, 1.993)  0.055
F (-2.987, 0.669, 2.998)  0.145
O (-2.313, 2.165, -0.477)  0.493
Se (-0.934, 4.919, -1.437)  0.241
C (-0.176, 6.378, -0.460)  0.012
C (0.219, 7.517, -1.155)  0.006
C (0.732, 8.594, -0.448)  -0.003
C (0.849, 8.528, 0.934)  0.004
C (0.448, 7.390, 1.619)  0.003
C (-0.070, 6.307, 0.925)  -0.013
H (0.129, 7.560, -2.232)  -0.004
H (1.039, 9.485, -0.979)  0.000
H (1.249, 9.372, 1.480)  0.000
H (0.530, 7.344, 2.696)  0.000
H (-0.407, 5.427, 1.461)  -0.007
C (-3.001, -4.946, -3.656)  0.001
C (-3.011, -3.815, -2.635)  0.002
C (-2.267, -2.569, -3.107)  -0.011
C (-0.748, -2.716, -3.142)  -0.005
N (-0.196, -2.975, -1.811)  0.020
C (-0.155, -2.071, -0.823)  -0.010
Se (-0.628, -0.263, -0.926)  0.917
N (0.309, -2.636, 0.296)  -0.011
C (0.381, -1.947, 1.598)  0.050
C (-0.961, -1.949, 2.325)  0.017
C (-1.424, -3.315, 2.823)  0.003
C (-0.630, -3.814, 4.025)  0.000
C (0.584, -3.970, 0.030)  0.017
C (1.096, -4.988, 0.830)  0.001
C (1.242, -6.225, 0.241)  0.007
C (0.898, -6.448, -1.102)  0.006
C (0.396, -5.441, -1.898)  -0.004
C (0.247, -4.190, -1.306)  0.009
H (-3.590, -5.793, -3.306)  0.000
H (-1.993, -5.316, -3.856)  0.000
H (-3.424, -4.615, -4.606)  0.000
H (-2.592, -4.160, -1.684)  0.001
H (-4.043, -3.535, -2.417)  0.000
H (-2.522, -1.715, -2.469)  0.023
H (-2.592, -2.301, -4.116)  -0.002
H (-0.281, -1.804, -3.517)  0.013
H (-0.433, -3.539, -3.780)  0.003
H (0.707, -0.923, 1.409)  -0.060
H (1.164, -2.440, 2.173)  0.004
H (-1.714, -1.518, 1.658)  0.003
H (-0.872, -1.262, 3.171)  -0.009
H (-1.382, -4.047, 2.009)  0.000
H (-2.477, -3.238, 3.095)  0.000
H (0.438, -3.901, 3.813)  0.000
H (-0.978, -4.794, 4.349)  0.000
H (-0.736, -3.127, 4.866)  0.000
H (1.357, -4.822, 1.865)  -0.001
H (1.631, -7.047, 0.826)  0.001
H (1.033, -7.436, -1.521)  0.001
H (0.141, -5.620, -2.933)  0.000

Output
* orbital gap (spin up / spin down): 6.797 / 6.144 eV
* charge: +1
* multiplicity: 5



No. 4
C23H26BrCl2FMnN3OSi | ωB97M-V/def2-TZVPD

Last column: Mulliken spin population.
CARTESIAN COORDINATES (ANGSTROEM)
Mn (-0.039, -0.216, -0.370)  4.839
C (4.116, -2.812, 0.433)  0.002
Si (2.322, -2.308, 0.084)  -0.023
C (2.183, -2.504, -1.779)  0.019
C (1.300, -3.595, 1.006)  0.012
N (1.834, -0.705, 0.522)  0.046
C (2.564, 0.154, 1.275)  -0.011
C (3.510, -0.218, 2.260)  0.003
C (4.212, 0.702, 3.022)  -0.002
C (4.013, 2.067, 2.865)  0.009
C (3.089, 2.481, 1.911)  -0.004
C (2.399, 1.552, 1.166)  0.005
F (1.519, 2.009, 0.240)  -0.005
H (4.264, -3.747, -0.116)  0.000
H (4.339, -3.019, 1.480)  0.000
H (4.844, -2.090, 0.060)  0.000
H (2.025, -3.552, -2.043)  0.001
H (3.114, -2.174, -2.248)  -0.001
H (1.361, -1.937, -2.215)  -0.005
H (1.683, -4.598, 0.800)  0.000
H (0.245, -3.581, 0.738)  -0.001
H (1.370, -3.424, 2.084)  0.001
H (3.669, -1.270, 2.447)  0.003
H (4.916, 0.334, 3.760)  0.000
H (4.561, 2.790, 3.454)  0.001
H (2.893, 3.528, 1.712)  -0.001
Cl (-1.022, -4.082, -3.223)  0.001
C (-1.809, -3.999, -1.677)  0.018
C (-2.641, -5.057, -1.300)  -0.002
C (-3.286, -5.049, -0.096)  0.011
Cl (-4.320, -6.391, 0.333)  0.001
C (-3.121, -3.970, 0.799)  -0.007
C (-3.738, -3.875, 2.065)  0.004
C (-3.496, -2.784, 2.851)  -0.002
C (-2.622, -1.788, 2.378)  0.007
N (-2.029, -1.845, 1.214)  0.021
C (-2.272, -2.903, 0.412)  0.023
C (-1.591, -2.880, -0.870)  -0.028
O (-0.843, -1.900, -1.194)  -0.024
H (-2.766, -5.889, -1.979)  -0.001
H (-4.396, -4.668, 2.394)  0.000
H (-3.959, -2.680, 3.823)  0.000
H (-2.414, -0.911, 2.982)  0.003
Br (-0.408, 1.344, -2.320)  0.057
C (0.179, 2.921, 4.102)  0.002
C (-0.213, 1.444, 4.015)  0.000
C (0.949, 0.548, 4.453)  0.002
C (-1.452, 1.172, 4.883)  0.002
C (-0.571, 1.120, 2.624)  -0.012
N (-0.851, 0.862, 1.538)  0.038
H (0.457, 3.149, 5.132)  0.000
H (-0.651, 3.565, 3.813)  0.000
H (1.035, 3.129, 3.461)  0.000
H (1.144, 0.727, 5.512)  0.000
H (1.852, 0.772, 3.888)  0.000
H (0.702, -0.505, 4.313)  0.000
H (-1.235, 1.459, 5.913)  0.000
H (-1.710, 0.112, 4.870)  0.000
H (-2.311, 1.747, 4.537)  -0.001

Output
* orbital gap (spin up / spin down): 6.902 / 7.033 eV
* charge: -1
* multiplicity: 6



No. 5
C36H27Br2Cl2N4O6Ti | ωB97M-V/def2-TZVPD

Last column: Löwdin charge in e.
CARTESIAN COORDINATES (ANGSTROEM)
Ti (-0.145, -0.441, 0.363)  1.033
C (1.943, -6.752, 0.334)  -0.093
O (2.077, -6.427, -1.039)  -0.091
C (1.506, -5.259, -1.460)  -0.283
C (1.503, -5.044, -2.844)  -0.031
C (0.937, -3.880, -3.317)  -0.041
C (0.352, -2.927, -2.478)  -0.099
C (-0.405, -1.797, -3.084)  -0.388
C (0.272, -0.999, -4.174)  0.000
O (-1.535, -1.519, -2.731)  0.063
C (0.398, -3.128, -1.090)  -0.303
O (-0.025, -2.252, -0.227)  -0.165
C (0.983, -4.314, -0.599)  0.066
H (2.295, -7.775, 0.442)  0.084
H (0.900, -6.687, 0.653)  0.092
H (2.547, -6.094, 0.962)  0.095
H (1.933, -5.786, -3.503)  0.105
H (0.909, -3.718, -4.389)  0.104
H (0.489, -1.630, -5.039)  0.074
H (1.222, -0.612, -3.800)  0.083
H (-0.374, -0.178, -4.477)  0.082
H (1.031, -4.414, 0.475)  0.117
C (-4.614, 1.552, -1.627)  -0.026
C (-3.377, 2.265, -2.104)  -0.316
C (-3.477, 3.453, -2.880)  -0.022
C (-2.343, 4.085, -3.275)  -0.044
C (-1.079, 3.548, -2.936)  -0.192
C (0.162, 4.119, -3.312)  -0.632
Br (0.211, 5.760, -4.277)  0.728
C (1.333, 3.515, -2.988)  -0.179
C (1.333, 2.310, -2.260)  -0.600
Br (2.980, 1.512, -1.824)  0.819
C (0.170, 1.701, -1.829)  -0.374
O (0.185, 0.605, -1.138)  -0.206
C (-1.075, 2.349, -2.185)  -0.119
N (-2.224, 1.756, -1.774)  0.192
H (-5.441, 1.676, -2.328)  0.074
H (-4.938, 1.946, -0.660)  0.072
H (-4.400, 0.491, -1.505)  0.074
H (-4.451, 3.841, -3.152)  0.106
H (-2.393, 4.995, -3.859)  0.071
H (2.277, 3.954, -3.281)  0.091
Cl (4.596, -2.409, 5.544)  0.574
C (3.690, -1.894, 4.120)  -0.690
C (4.413, -1.646, 2.940)  -0.190
C (3.685, -1.210, 1.852)  -0.584
Cl (4.562, -0.895, 0.365)  0.636
C (2.304, -1.017, 1.863)  -0.340
O (1.675, -0.507, 0.806)  -0.222
C (1.570, -1.354, 3.060)  -0.172
C (0.189, -1.289, 3.138)  -0.196
O (-0.624, -0.979, 2.118)  -0.253
C (2.342, -1.762, 4.201)  -0.100
H (5.480, -1.790, 2.881)  0.080
H (-0.293, -1.524, 4.082)  0.093
H (1.828, -1.982, 5.129)  0.099
N (-2.752, 1.501, 1.356)  0.143
C (-1.570, 2.228, 1.283)  -0.284
C (-1.684, 3.628, 1.294)  -0.014
C (-0.539, 4.384, 1.283)  -0.065
C (0.701, 3.750, 1.285)  -0.048
C (0.716, 2.374, 1.269)  -0.086
N (-0.397, 1.621, 1.253)  0.083
C (-3.085, 0.169, 1.093)  -0.309
C (-4.250, -0.306, 1.705)  -0.020
C (-4.706, -1.559, 1.374)  -0.068
C (-4.020, -2.303, 0.422)  -0.046
C (-2.866, -1.766, -0.109)  -0.094
N (-2.384, -0.564, 0.238)  0.066
H (-3.538, 2.049, 1.662)  0.129
H (-2.665, 4.087, 1.286)  0.110
H (-0.607, 5.465, 1.267)  0.108
H (1.629, 4.302, 1.272)  0.107
H (1.643, 1.813, 1.257)  0.117
H (-4.761, 0.311, 2.434)  0.110
H (-5.589, -1.958, 1.858)  0.105
H (-4.351, -3.283, 0.112)  0.103
H (-2.291, -2.284, -0.863)  0.096

Output
* orbital gap: 4.006 eV
* charge: -1



No. 6
C4H8ClN2 | ωB97M-V/def2-TZVPD

Last column: Löwdin charge in e.
CARTESIAN COORDINATES (ANGSTROEM)
C (0.508, -0.181, -0.320)  -0.338
C (-1.304, 1.027, 0.400)  -0.055
C (-1.516, -0.449, 0.785)  -0.067
C (1.935, -0.384, -0.896)  -0.472
N (-0.016, 0.995, -0.319)  0.105
N (-0.237, -1.099, 0.361)  0.112
Cl (3.048, 0.064, 0.394)  0.659
H (-2.089, 1.358, -0.325)  0.144
H (-1.154, 1.803, 1.159)  0.140
H (-1.679, -0.488, 1.801)  0.100
H (-2.227, -1.052, 0.273)  0.124
H (2.149, 0.198, -1.828)  0.114
H (2.086, -1.374, -1.164)  0.053
H (0.660, 1.726, -0.484)  0.173
H (-0.165, -2.145, 0.162)  0.207

Output
* structure (SMILES): ClCC1=[NH+]CCN1
* orbital gap: 10.936 eV
* charge: +1



No. 7
CHF3O | ωB97M-V/def2-TZVPD

Last column: Löwdin charge in e.
CARTESIAN COORDINATES (ANGSTROEM)
C (-0.206, -0.304, -0.011)  -0.472
O (0.972, -0.372, 0.495)  0.253
F (-0.892, 1.721, 0.253)  -0.427
F (-1.150, -0.962, 0.568)  0.256
F (-0.365, -0.212, -1.304)  0.211
H (1.641, 0.129, 0.000)  0.178

Output
* orbital gap (spin up / spin down): 10.533 / 10.532 eV
* charge: 0



No. 8
C3H4ClN | ωB97M-V/def2-TZVPD

Last column: Löwdin charge in e.
CARTESIAN COORDINATES (ANGSTROEM)
C (0.628, 1.631, -0.173)  -0.353
C (0.511, 0.476, -0.866)  -0.026
C (-0.651, -1.025, 0.810)  -0.483
N (0.766, 2.702, 0.318)  0.141
Cl (-1.285, -2.298, -0.160)  0.522
H (-0.179, 0.509, -1.816)  0.128
H (1.388, -0.021, -1.002)  0.029
H (-1.362, -0.557, 1.578)  0.061
H (0.184, -1.417, 1.310)  -0.021

Output
* orbital gap (spin up / spin down): 8.598 / 8.105 eV
* charge: 0



The calculation returns the following energy above the lowest of the compared OMol25 structures with the same formula, charge and spin values, one per record and in order: 1.877 5.692 0.973 0.190 0.845 0.785 2.687 3.481 eV.
The calculation returns the following molar mass values, one per record and in order: 144.14 103.08 1015.10 613.31 890.22 119.57 86.01 89.52 g/mol.
The calculation returns the following F_max values, one per record and in order: 3.1 5.4 0.5 0.6 3.0 2.6 3.6 5.8 eV/Å.